(1)
The following is a DFT calculation (ωB97M-V/def2-TZVPD) of one molecule with the formula C5H7N in a non-equilibrium geometry.

Last column: Löwdin charge in e.
Geometry (Å):
C -1.02 0.71 0.06  -0.144
C -1.19 -0.80 0.11  -0.080
C 0.38 0.83 -0.60  -0.225
N 0.95 -0.50 -0.68  -0.080
C 1.49 0.38 0.34  -0.090
C -0.04 -1.40 -0.21  -0.128
H -1.00 1.15 1.07  0.106
H -1.83 1.23 -0.46  0.102
H -2.11 -1.32 0.32  0.092
H 0.43 1.43 -1.51  0.131
H 1.09 0.28 1.35  0.108
H 2.58 0.44 0.34  0.100
H 0.27 -2.43 -0.14  0.109

Computed properties:
Orbital gap: 0.361 Eh
Max |F|: 1.00 eV Å⁻¹
SMILES: C1=CN2C[C@@H]2C1
ΔE to the lowest compared entry with this formula, charge and spin: 50.2 kcal/mol



(2)
The following is a DFT calculation (ωB97M-V/def2-TZVPD) of BrO2V as an isolated structure in a non-equilibrium geometry.

Last column: Mulliken spin population.
Geometry (Å):
O -21.37 24.77 -19.73  -0.054
V -20.65 24.10 -21.04  1.120
O -21.65 24.54 -22.23  -0.055
Br -21.52 21.54 -20.88  -0.011

Computed properties:
Orbital gap (spin up / spin down): 0.265 / 0.295 Eh
Charge: -1
Max |F|: 4.30 eV Å⁻¹
Multiplicity: 2
ΔE to the lowest compared entry with this formula, charge and spin: 3.6 kcal/mol



(3)
The following is a DFT calculation (ωB97M-V/def2-TZVPD) of H2KO as an isolated structure in a non-equilibrium geometry.

Last column: Löwdin charge in e.
Geometry (Å):
O 0.22 0.21 0.51  -0.140
H -0.09 1.14 0.57  0.078
H 1.07 0.27 0.01  0.067
K -1.20 -1.63 -1.09  0.995

Computed properties:
Orbital gap: 0.449 Eh
Charge: +1
Max |F|: 1.16 eV Å⁻¹
ΔE to the lowest compared entry with this formula, charge and spin: 2.7 kcal/mol



What did the first record say?
The following is a DFT calculation (ωB97M-V/def2-TZVPD) of one molecule with the formula C5H7N in a non-equilibrium geometry.

Last column: Löwdin charge in e.
Geometry (Å):
C -1.02 0.71 0.06  -0.144
C -1.19 -0.80 0.11  -0.080
C 0.38 0.83 -0.60  -0.225
N 0.95 -0.50 -0.68  -0.080
C 1.49 0.38 0.34  -0.090
C -0.04 -1.40 -0.21  -0.128
H -1.00 1.15 1.07  0.106
H -1.83 1.23 -0.46  0.102
H -2.11 -1.32 0.32  0.092
H 0.43 1.43 -1.51  0.131
H 1.09 0.28 1.35  0.108
H 2.58 0.44 0.34  0.100
H 0.27 -2.43 -0.14  0.109

Computed properties:
Orbital gap: 0.361 Eh
Max |F|: 1.00 eV Å⁻¹
SMILES: C1=CN2C[C@@H]2C1
ΔE to the lowest compared entry with this formula, charge and spin: 50.2 kcal/mol



Question: Number 3 is which compound?
Answer: H2KO



Question: Among the records above, which one has the highest ΔE to the lowest compared entry with this formula, charge and spin?
Answer: C5H7N



Question: Which formula does entry 2 have?
Answer: BrO2V